1.
The following is a DFT calculation (ωB97M-V/def2-TZVPD) of a molecular structure, C44H35AsAuBO5S.

Computed properties:
LUMO in eV: -1.00
Relative energy (zero: lowest compared OMol25 entry of this formula, charge and spin) in eV: 1.554
Highest occupied orbital energy in Ha: -0.3077
Total energy in a.u.: -4868.4825
F_max in eV/A: 0.41

Each line ends with the Löwdin charge.
Geometry (Å):
Au  -1.143  1.009  -0.850  1.036
O  -1.977  0.280  1.531  -0.112
C  -2.738  1.303  2.196  -0.307
C  -3.037  2.449  1.186  -0.572
O  -3.891  3.280  1.434  0.055
O  -2.266  2.503  0.162  -0.180
C  -1.849  1.887  3.296  -0.135
C  -2.240  3.050  3.955  -0.009
C  -1.453  3.576  4.965  -0.072
C  -0.268  2.951  5.331  -0.093
C  0.119  1.789  4.682  -0.083
C  -0.670  1.256  3.671  -0.056
C  -3.955  0.633  2.848  -0.121
C  -5.234  1.179  2.879  -0.007
C  -6.271  0.493  3.499  -0.073
C  -6.053  -0.734  4.103  -0.093
C  -4.775  -1.275  4.095  -0.080
C  -3.738  -0.593  3.481  -0.032
H  -2.588  -0.424  1.284  0.075
H  -3.158  3.543  3.662  0.118
H  -1.765  4.482  5.468  0.103
H  0.348  3.368  6.117  0.098
H  1.041  1.292  4.957  0.091
H  -0.367  0.347  3.169  0.070
H  -5.413  2.134  2.411  0.104
H  -7.262  0.929  3.503  0.103
H  -6.866  -1.260  4.583  0.099
H  -4.582  -2.225  4.575  0.101
H  -2.740  -1.014  3.510  0.118
S  -2.977  -0.182  -1.540  0.753
C  -2.863  -0.348  -3.302  -0.637
C  -3.152  -1.598  -3.843  -0.116
C  -3.151  -1.780  -5.217  -0.080
C  -2.825  -0.730  -6.061  -0.085
C  -2.521  0.512  -5.522  -0.076
C  -2.555  0.710  -4.151  -0.109
H  -3.366  -2.428  -3.183  0.106
H  -3.383  -2.755  -5.626  0.104
H  -2.803  -0.878  -7.133  0.101
H  -2.267  1.340  -6.172  0.105
H  -2.346  1.688  -3.735  0.109
O  -0.251  -1.657  -2.138  0.133
B  -0.192  -0.272  -2.115  -0.716
O  0.586  0.212  -3.156  0.134
C  0.974  -0.901  -3.866  -0.188
C  1.742  -0.969  -5.005  0.013
C  1.955  -2.242  -5.530  -0.085
C  1.417  -3.375  -4.928  -0.082
C  0.652  -3.291  -3.767  0.008
C  0.455  -2.029  -3.255  -0.198
H  2.139  -0.080  -5.473  0.120
H  2.541  -2.350  -6.432  0.101
H  1.595  -4.345  -5.373  0.102
H  0.232  -4.163  -3.288  0.123
C  6.521  0.650  3.037  -0.088
C  5.441  0.425  3.875  -0.086
C  4.178  0.220  3.336  -0.133
C  3.978  0.231  1.958  -0.378
C  5.071  0.461  1.127  -0.107
C  6.333  0.670  1.662  -0.082
As  2.133  -0.096  1.397  1.385
C  1.917  1.212  -0.049  -0.367
C  0.827  2.086  0.153  -0.211
C  0.503  3.064  -0.801  -0.107
C  1.281  3.186  -1.947  -0.060
C  2.364  2.347  -2.130  -0.059
C  2.674  1.361  -1.198  -0.095
C  2.300  -1.773  0.412  -0.385
C  1.373  -2.753  0.753  -0.129
C  1.417  -4.008  0.160  -0.081
C  2.391  -4.291  -0.783  -0.093
C  3.313  -3.316  -1.141  -0.080
C  3.267  -2.066  -0.547  -0.098
H  7.506  0.813  3.452  0.103
H  5.577  0.413  4.948  0.103
H  3.335  0.050  3.998  0.080
H  4.951  0.493  0.053  0.073
H  7.173  0.851  1.003  0.104
H  0.326  2.098  1.118  0.089
H  -0.325  3.733  -0.613  0.110
H  1.046  3.941  -2.685  0.115
H  2.968  2.440  -3.023  0.116
H  3.499  0.694  -1.406  0.086
H  0.613  -2.538  1.496  0.092
H  0.691  -4.760  0.439  0.105
H  2.432  -5.269  -1.245  0.105
H  4.072  -3.533  -1.882  0.107
H  4.013  -1.332  -0.820  0.080


2.
The following is a DFT calculation (ωB97M-V/def2-TZVPD) of a molecular structure, C44H35BBrEuF3N7O7S2 in a non-equilibrium geometry.

Computed properties:
LUMO (alpha / beta) in eV: 3.86 / 3.86
Relative energy (zero: lowest compared OMol25 entry of this formula, charge and spin) in eV: 0.000
Multiplicity: 7
Highest occupied orbital energy (alpha / beta) in Ha: -0.0654 / -0.0657
Charge: -2
Total energy in a.u.: -7013.2448
F_max in eV/A: 3.11

Each line ends with the Löwdin charge.
Geometry (Å):
Eu  -18.131  5.901  -9.111  1.896
C  -21.854  4.620  -4.039  -0.024
C  -21.343  5.700  -4.979  -0.283
C  -21.353  7.038  -4.752  -0.007
C  -20.670  7.634  -5.844  -0.255
N  -20.325  6.697  -6.717  0.154
N  -20.747  5.524  -6.180  0.007
B  -20.685  4.201  -6.960  -0.522
N  -21.183  4.345  -8.427  0.016
N  -20.332  4.579  -9.465  0.042
C  -21.077  4.581  -10.585  -0.247
C  -22.402  4.427  -10.218  0.014
C  -22.434  4.275  -8.848  -0.280
C  -23.613  3.931  -7.980  -0.019
C  -20.595  4.749  -11.972  -0.199
C  -20.117  3.631  -12.661  -0.042
C  -19.749  3.720  -14.008  -0.092
C  -19.918  4.935  -14.696  -0.102
C  -20.384  6.041  -13.991  -0.082
C  -20.769  5.938  -12.655  -0.026
N  -19.319  3.510  -6.756  0.020
N  -18.135  4.197  -6.891  0.078
C  -17.205  3.352  -6.519  -0.284
C  -17.730  2.101  -6.181  0.012
C  -19.074  2.236  -6.393  -0.268
C  -20.202  1.220  -6.286  -0.020
C  -15.770  3.632  -6.327  -0.198
C  -14.853  2.622  -6.496  -0.076
C  -13.489  2.833  -6.267  -0.096
C  -13.010  4.104  -5.924  -0.105
C  -13.914  5.122  -5.702  -0.091
C  -15.292  4.924  -5.910  -0.011
C  -20.448  9.061  -6.001  -0.164
C  -20.533  9.744  -7.218  -0.018
C  -20.317  11.104  -7.291  -0.088
C  -20.078  11.846  -6.135  -0.109
C  -20.047  11.189  -4.897  -0.115
C  -20.198  9.809  -4.823  -0.056
H  -22.394  5.123  -3.241  0.067
H  -22.441  3.897  -4.608  0.054
H  -21.036  4.057  -3.563  0.084
H  -21.721  7.559  -3.869  0.104
H  -21.513  3.439  -6.458  0.104
H  -23.284  4.431  -10.873  0.118
H  -24.515  4.259  -8.478  0.073
H  -23.622  2.863  -7.769  0.081
H  -23.594  4.416  -7.031  0.055
H  -20.067  2.659  -12.158  0.119
H  -19.274  2.830  -14.448  0.100
H  -19.686  5.002  -15.757  0.092
H  -20.478  7.001  -14.470  0.095
H  -21.144  6.788  -12.108  0.111
H  -17.229  1.211  -5.848  0.104
H  -19.716  0.278  -5.948  0.084
H  -20.895  1.468  -5.476  0.068
H  -20.728  1.146  -7.185  0.056
H  -15.159  1.650  -6.898  0.113
H  -12.837  2.006  -6.492  0.084
H  -11.945  4.246  -5.644  0.100
H  -13.630  6.151  -5.540  0.095
H  -15.963  5.783  -5.736  0.099
H  -20.707  9.183  -8.167  0.115
H  -20.438  11.611  -8.267  0.113
H  -19.988  12.946  -6.193  0.095
H  -19.887  11.724  -3.938  0.099
H  -20.195  9.230  -3.895  0.104
O  -17.330  5.655  -13.228  0.008
C  -17.151  5.026  -12.164  -0.612
O  -17.904  5.013  -11.119  -0.283
C  -15.987  4.074  -12.123  -0.186
C  -15.698  3.347  -13.286  -0.079
C  -14.652  2.507  -13.361  -0.138
C  -13.834  2.340  -12.216  -0.126
C  -14.070  3.025  -11.053  -0.151
C  -15.195  3.872  -10.985  -0.665
S  -15.353  4.833  -9.550  0.520
H  -16.359  3.539  -14.125  0.106
H  -14.521  1.922  -14.312  0.097
H  -12.968  1.681  -12.305  0.082
H  -13.387  3.047  -10.214  0.081
Br  -14.338  7.374  -11.997  0.785
C  -15.808  8.568  -11.845  -0.717
C  -15.644  9.774  -12.512  -0.128
C  -16.774  10.619  -12.555  -0.059
C  -17.986  10.175  -12.014  -0.025
C  -17.950  9.031  -11.265  -0.188
N  -16.884  8.249  -11.155  0.120
C  -19.313  8.617  -10.620  -0.586
O  -20.265  9.345  -10.817  0.026
O  -19.338  7.550  -9.913  -0.228
H  -14.689  10.063  -13.005  0.097
H  -16.746  11.608  -13.072  0.105
H  -18.917  10.746  -12.148  0.118
F  -15.799  8.247  -5.058  0.115
C  -16.075  9.235  -5.915  -0.645
F  -17.280  9.737  -5.601  0.122
F  -15.213  10.283  -5.797  0.091
S  -15.953  8.535  -7.599  0.437
O  -16.293  9.588  -8.545  -0.292
O  -14.665  7.949  -7.560  -0.283
O  -16.999  7.519  -7.472  -0.458


- Which of these has the highest total energy?
  C44H35AsAuBO5S


- Among the records above, which one has the highest total energy?
  C44H35AsAuBO5S


- Number 1 is which compound?
  C44H35AsAuBO5S